1.
A molecular structure, C26H46Cl2F3InO2PSi at a distorted geometry. Source: OMol25; level of theory: wB97M-V/def2-TZVPD.

XYZ file:
```
82
C26H46Cl2F3InO2PSi (wB97M-V/def2-TZVPD)
C -4.07463 -0.26353 -6.53308
O -3.11533 0.78037 -6.51805
C -2.66294 1.14138 -5.22243
C -1.41850 0.38300 -4.75181
C -0.75618 1.14049 -3.58471
In 1.31493 0.39596 -3.14389
C 1.58473 -0.33619 -1.06833
C 1.06400 -1.76478 -0.79799
C 1.85665 -2.54400 0.26561
C 1.24314 -2.46103 1.66895
C 1.71703 -3.58933 2.59101
C 0.86453 -3.73923 3.87809
C 1.70495 -3.54070 5.15121
C 0.90473 -2.93953 6.35062
Si 1.43754 -1.14669 6.58006
C 0.74850 -0.21195 5.09756
C 3.31037 -0.95935 6.71304
C 0.67243 -0.34459 8.11114
C 1.40591 0.09630 9.21867
C 0.79838 0.71243 10.31089
C -0.57669 0.91662 10.32245
C -1.34072 0.47197 9.24479
C -0.71513 -0.13761 8.16649
C 2.62492 2.20587 -3.43789
C 2.63010 2.52941 -4.95425
C 2.46037 4.00004 -5.20793
F 3.52060 4.65695 -5.75033
C 1.35355 4.68807 -4.84554
F 0.13769 4.49855 -5.33219
F 1.36077 5.66451 -3.93358
P 1.92559 -1.33989 -4.92844
O 3.28921 -1.96313 -4.75231
H -4.57011 -0.40393 -5.57101
H -3.58642 -1.18648 -6.85457
H -4.84126 0.00363 -7.25883
H -2.42531 2.20749 -5.20932
H -3.44270 1.00786 -4.46331
H -1.75610 -0.57941 -4.35505
H -0.73073 0.23642 -5.58402
H -0.66999 2.18262 -3.91738
H -1.39580 1.15704 -2.69951
H 2.65478 -0.29551 -0.85386
H 1.07679 0.35200 -0.38829
H 1.05234 -2.35481 -1.71680
H 0.02514 -1.68176 -0.46722
H 2.86889 -2.13730 0.31742
H 1.96809 -3.59404 -0.01826
H 1.58631 -1.51661 2.09944
H 0.15328 -2.45764 1.61439
H 2.76789 -3.40576 2.82683
H 1.69909 -4.52418 2.02763
H 0.03055 -3.04098 3.82443
H 0.50193 -4.76638 3.85831
H 2.14798 -4.49015 5.45164
H 2.54228 -2.89743 4.87379
H 1.07727 -3.54239 7.24159
H -0.14825 -2.99569 6.07380
H 1.22610 -0.51598 4.16770
H 0.75551 0.86666 5.23920
H -0.30026 -0.50782 5.00500
H 3.84019 -1.80014 6.26601
H 3.66773 -0.86591 7.73477
H 3.58344 -0.07953 6.12970
H 2.48228 -0.01598 9.25433
H 1.38403 1.06658 11.14806
H -1.02758 1.41409 11.17023
H -2.40949 0.63757 9.25433
H -1.31438 -0.46636 7.32337
H 2.12875 3.00283 -2.88874
H 3.63709 2.03485 -3.07850
H 3.56079 2.19359 -5.41241
H 1.82119 2.00330 -5.47536
H 0.90611 -2.33913 -5.01367
H 1.84317 -0.74156 -6.22555
Cl -7.65747 4.16686 -9.25665
C -6.40661 3.96473 -7.99768
C -5.78291 2.59503 -8.02286
Cl -6.92458 1.32247 -7.51227
H -6.86596 4.17431 -7.03533
H -5.64211 4.71565 -8.18824
H -4.94138 2.55816 -7.33045
H -5.42007 2.33874 -9.01470
```

## Properties
Energy above the lowest of the compared OMol25 structures with the same formula, charge and spin ... 0.0 kcal/mol
LUMO energy ... 2.1 eV
Charge ... -1
HOMO ... -4.85 eV
Gap between HOMO and LUMO ... 6.9 eV

2.
3 unconnected molecules or ions with the total composition C26H46F9N3O3S at a distorted geometry. Source: OMol25; level of theory: wB97M-V/def2-TZVPD.

XYZ file:
```
88
C26H46F9N3O3S (wB97M-V/def2-TZVPD)
O -3.06886 1.12536 -4.56463
C -4.20440 0.73181 -4.54261
C -5.29317 1.12005 -3.55945
C -6.11432 -0.15389 -3.46045
C -7.56696 -0.05322 -3.00492
C -7.89233 -0.69093 -1.66043
C -7.80652 -2.22654 -1.65169
F -8.96462 -2.75181 -1.17050
F -7.63819 -2.70447 -2.90701
C -6.65436 -2.71418 -0.73632
F -5.54273 -1.94239 -0.92928
F -7.07506 -2.53988 0.55234
S -6.12378 -4.53550 -0.98020
F -6.59805 -4.96586 0.46292
F -7.54610 -4.89749 -1.54885
F -5.61527 -4.15025 -2.42823
F -4.68419 -4.22201 -0.39105
F -5.66763 -6.01212 -1.25336
C -6.08157 -0.58037 -4.94596
N -4.73088 -0.21532 -5.45836
H -5.81953 1.97450 -3.97408
H -4.80641 1.43396 -2.64454
H -5.50898 -0.91476 -2.98329
H -7.80649 0.99981 -2.89543
H -8.24717 -0.42473 -3.75705
H -8.91481 -0.43988 -1.41050
H -7.28650 -0.26535 -0.87252
H -6.86463 -0.13250 -5.54525
H -6.20088 -1.65400 -5.05134
H -4.16455 -1.04918 -5.36572
C 2.37799 -0.99292 -1.69234
C 1.42109 -0.25992 -0.72240
C -0.00377 -0.81808 -0.81651
C -0.78138 -0.35147 -2.04486
C -0.76464 1.17237 -2.13230
C 0.65156 1.74093 -2.13755
N 1.43655 1.21279 -0.97711
O 1.15805 1.87107 0.09677
C 1.32137 1.41072 -3.48515
C 0.60147 3.26131 -2.06194
C 1.95311 -0.55265 0.67397
H 2.48531 -0.51571 -2.66073
H 3.38190 -1.03967 -1.26983
H 2.04389 -2.01629 -1.86649
H -0.55878 -0.51306 0.07649
H 0.04387 -1.90800 -0.78959
H -0.36959 -0.79881 -2.95386
H -1.81509 -0.69948 -1.97508
H -1.28793 1.49963 -3.02935
H -1.31841 1.58082 -1.27967
H 2.37930 1.67755 -3.47013
H 0.84273 1.98606 -4.27658
H 1.22944 0.36703 -3.77605
H 0.04099 3.61228 -1.19816
H 0.11214 3.64699 -2.95513
H 1.60635 3.68332 -2.01312
H 2.92550 -0.08777 0.83511
H 2.07187 -1.63003 0.79266
H 1.28050 -0.20520 1.45547
C 6.92624 -0.28086 5.67892
C 6.36093 -0.23820 4.23950
C 7.21111 0.65535 3.32889
C 6.98987 2.15141 3.52977
C 5.50352 2.48038 3.41508
C 4.64754 1.66994 4.38613
N 4.93424 0.20656 4.24346
O 4.29922 -0.27375 3.23006
C 4.89559 2.16869 5.82251
C 3.17047 1.91725 4.10269
C 6.45793 -1.66621 3.71723
H 6.48981 0.44968 6.35154
H 6.73640 -1.25369 6.13267
H 8.00492 -0.12115 5.67661
H 6.98136 0.41310 2.28638
H 8.26317 0.40630 3.47632
H 7.38945 2.47247 4.49584
H 7.54463 2.70590 2.77050
H 5.33500 3.54335 3.59766
H 5.17486 2.28313 2.38987
H 4.40817 1.51832 6.55001
H 4.47538 3.16744 5.93546
H 5.94843 2.25394 6.08223
H 2.90582 1.70625 3.06854
H 2.93950 2.96388 4.29604
H 2.54169 1.30411 4.74977
H 5.78987 -2.33153 4.26426
H 7.48093 -2.01804 3.85480
H 6.21750 -1.73672 2.65850
```

## Properties
LUMO energy (spin up / spin down) ... 0.3 / 0.3 eV
HOMO (spin up / spin down) ... -7.95 / -8.98 eV
Gap between HOMO and LUMO (spin up / spin down) ... 8.3 / 9.3 eV
Multiplicity ... 3

3.
A molecular structure, C26H46O34S7 at a distorted geometry. Source: OMol25; level of theory: wB97M-V/def2-TZVPD.

XYZ file:
```
113
C26H46O34S7 (wB97M-V/def2-TZVPD)
O -0.72934 1.79343 -0.88394
C -0.40989 0.84631 -0.22833
O -1.09282 -0.32808 -0.32887
C -0.33642 -1.35376 0.33175
C 0.55628 -0.66387 1.36004
C 0.76745 0.69681 0.72139
H 0.33783 -1.71257 -0.45353
H -0.82964 -2.20313 0.78459
H 1.48828 -1.21859 1.44686
H 0.07256 -0.60590 2.33677
H 1.61114 0.73385 0.02695
H 0.81836 1.55322 1.38955
O -2.09675 6.36752 0.17547
C -2.75917 5.38266 0.34359
O -2.21960 4.15177 0.38486
C -3.13465 3.14785 0.87360
C -4.50912 3.80731 0.72135
C -4.25939 5.30820 0.61882
H -2.78005 2.88873 1.86884
H -3.15468 2.23173 0.28574
H -5.10690 3.65397 1.62864
H -5.12454 3.34240 -0.04360
H -4.41466 5.88311 1.52962
H -4.83183 5.74824 -0.19394
O -1.34189 -5.09648 -3.30462
C -1.85765 -5.16239 -2.22720
O -1.62118 -4.25782 -1.24329
C -2.49287 -4.53488 -0.14734
C -2.69921 -6.03832 -0.19069
C -2.75602 -6.27229 -1.70109
H -3.43124 -3.98964 -0.29950
H -2.12536 -4.19597 0.81653
H -3.52283 -6.45915 0.37816
H -1.78559 -6.53843 0.14455
H -3.75767 -6.12766 -2.11124
H -2.33585 -7.21021 -2.05216
C -3.38544 -1.57269 4.98096
C -2.93991 -2.50166 3.87874
O -2.51964 -1.61112 2.84559
S -3.21907 -0.16615 2.97841
O -4.10903 -0.00582 1.89166
O -2.21632 0.77832 3.25837
O -4.08518 -0.54813 4.26583
H -2.51615 -1.11345 5.46119
H -4.00380 -2.03833 5.74056
H -3.76535 -3.09565 3.48017
H -2.15417 -3.18679 4.18972
C 3.71708 -5.22168 2.34099
C 3.64065 -3.79549 2.89434
O 2.28334 -3.37963 2.78046
S 1.34300 -4.59776 2.37505
O 0.37129 -4.11303 1.46990
O 0.93450 -5.33926 3.50469
O 2.46068 -5.43475 1.63261
H 3.70140 -6.03115 3.07440
H 4.55653 -5.45507 1.69261
H 4.27018 -3.12739 2.31368
H 3.96591 -3.83457 3.93283
C -1.43749 2.28196 -4.29799
C -2.49666 2.61135 -3.23709
O -3.50906 3.41068 -3.90153
S -3.14799 3.58902 -5.44318
O -3.35532 4.90807 -5.85096
O -3.72009 2.49779 -6.15224
O -1.60314 3.34326 -5.24695
H -1.54155 1.30760 -4.77266
H -0.42531 2.35607 -3.90910
H -2.09622 3.17640 -2.40207
H -3.05388 1.74146 -2.89619
C 1.01811 -2.98996 -3.79034
C -0.38561 -2.40337 -3.85161
O -0.22029 -0.97528 -3.87360
S 1.25159 -0.48911 -3.58882
O 1.54826 -0.27433 -2.20632
O 1.61666 0.49293 -4.52531
O 1.92031 -1.88302 -3.99231
H 1.22321 -3.72211 -4.56416
H 1.27388 -3.41182 -2.81790
H -0.97318 -2.67081 -2.98182
H -0.92781 -2.66747 -4.75405
C 0.71328 5.00907 -0.89835
C 1.59330 4.44852 0.20989
O 2.55248 3.65532 -0.48464
S 3.03108 4.52677 -1.73853
O 3.41077 3.66026 -2.78112
O 3.91836 5.54000 -1.31255
O 1.60080 5.13841 -2.03585
H 0.32671 5.99008 -0.64907
H -0.02954 4.26537 -1.17499
H 1.01962 3.90543 0.95467
H 2.13302 5.24520 0.73055
C 4.99781 -0.84461 -2.58846
C 4.86340 0.66062 -2.29827
O 4.69815 1.29660 -3.54175
S 5.64681 0.56656 -4.59052
O 6.99905 0.96722 -4.43273
O 5.04191 0.65979 -5.85123
O 5.39232 -0.89010 -3.96941
H 4.00975 -1.28955 -2.49912
H 5.74362 -1.29882 -1.94141
H 5.62961 1.11509 -1.66656
H 3.93366 0.85109 -1.75729
C 2.06058 1.17469 4.50489
C 0.60716 1.48069 4.91774
O 0.64644 2.52839 5.87445
S 2.02391 2.37031 6.68925
O 1.89147 1.31264 7.62184
O 2.45047 3.62915 7.09255
O 2.87140 1.90194 5.43717
H 2.31801 1.64645 3.55240
H 2.29532 0.12034 4.38502
H 0.28047 0.57107 5.43840
H -0.09517 1.67995 4.11814
```

## Properties
Energy above the lowest of the compared OMol25 structures with the same formula, charge and spin ... 7.9 kcal/mol
LUMO energy ... -0.6 eV
HOMO ... -10.39 eV
Gap between HOMO and LUMO ... 9.8 eV

4.
A molecular structure, C26H48BCl2CuF4O12S4 at a distorted geometry. Source: OMol25; level of theory: wB97M-V/def2-TZVPD.

XYZ file:
```
98
C26H48BCl2CuF4O12S4 (wB97M-V/def2-TZVPD)
Cu -2.06469 -1.32490 0.66491
B -0.24337 0.05449 0.65001
F -0.49478 -1.12757 1.31792
F 0.57367 -0.06642 -0.41679
F -1.45535 0.47304 0.15018
F 0.21838 0.99274 1.51357
C 2.30991 -2.66745 -0.24834
C 2.07014 -3.37127 1.07665
C 0.52147 -3.31672 1.31427
S -0.33123 -3.48668 -0.29190
O -1.07524 -2.26015 -0.49603
O -0.84894 -4.82772 -0.47330
C 1.28857 -3.38655 -1.21848
H 3.34986 -2.74117 -0.56642
H 2.11080 -1.59667 -0.20498
H 2.68476 -3.07391 1.92630
H 2.31824 -4.42927 0.99196
H 0.21872 -2.37968 1.78161
H 0.09456 -4.16416 1.85064
H 1.07785 -2.96492 -2.20130
H 1.62433 -4.40345 -1.42162
C -3.10817 1.87055 -0.59999
C -2.46146 2.50428 0.67488
C -1.21311 3.32324 0.21101
S -1.58845 3.81608 -1.58480
O -0.58299 3.17140 -2.45221
O -1.84766 5.20757 -1.73815
C -3.19552 2.86625 -1.67970
H -4.09903 1.44556 -0.43976
H -2.41983 1.08223 -0.90470
H -2.05899 1.75197 1.35323
H -3.17084 3.12295 1.22453
H -0.36624 2.63879 0.16146
H -0.87093 4.16688 0.81041
H -3.39822 2.39371 -2.64079
H -3.95425 3.64192 -1.57595
C -0.84145 -0.48411 5.45137
C -0.99142 0.92755 4.75320
C -1.38972 0.65551 3.31255
S -2.41790 -0.80350 3.32468
O -1.96503 -1.66967 2.27517
O -3.83072 -0.39043 3.34672
C -1.93443 -1.43700 4.98820
H -0.83797 -0.34782 6.53281
H 0.15425 -0.87323 5.23862
H -0.20532 1.67792 4.83735
H -1.90625 1.37163 5.14563
H -0.53559 0.29286 2.74064
H -1.85867 1.48691 2.78629
H -1.66338 -2.47580 4.79972
H -2.86823 -1.20934 5.50227
C -1.50091 -2.22618 -3.84153
C -0.32204 -1.63756 -3.10934
C -0.82128 -0.45484 -2.22721
S -2.65492 -0.68028 -1.97298
O -3.32221 0.29700 -2.83220
O -2.97727 -0.87740 -0.52608
C -2.68501 -2.29663 -2.82611
H -1.16082 -3.20238 -4.18718
H -1.72782 -1.64131 -4.73289
H 0.37586 -1.21741 -3.83358
H 0.23372 -2.39313 -2.55405
H -0.52576 0.53071 -2.58701
H -0.30085 -0.58274 -1.27806
H -3.66225 -2.36645 -3.30382
H -2.62142 -3.09038 -2.08177
O 1.96120 5.20725 -0.11862
C 2.20970 4.02406 -0.05449
O 3.25959 3.63248 0.71089
C 3.32242 2.20559 0.69479
C 1.90311 1.79247 0.35770
C 1.53990 2.86796 -0.73070
H 3.51714 1.80166 1.68827
H 4.04441 1.86060 -0.04536
H 1.26088 1.79157 1.23840
H 1.93906 0.76730 -0.01086
H 0.47464 3.07087 -0.84099
H 2.15224 2.81233 -1.63072
O 1.94889 -2.04036 -2.58197
C 1.99964 -0.85069 -2.97788
O 2.19078 -0.59435 -4.31181
C 2.13333 0.83653 -4.49907
C 1.48948 1.39141 -3.26746
C 1.98133 0.42134 -2.21020
H 1.48197 1.04554 -5.34768
H 3.09213 1.32759 -4.66537
H 0.41855 1.28464 -3.44011
H 1.66128 2.46453 -3.18371
H 1.23733 0.40802 -1.41372
H 2.97836 0.71553 -1.88234
Cl 4.17484 -0.79781 2.24019
C 2.49066 -0.49701 1.75654
C 1.54741 -1.08258 2.79157
Cl 1.71133 -0.18263 4.32319
H 2.33700 -0.94469 0.77465
H 2.39353 0.58583 1.67819
H 1.73740 -2.14112 2.96904
H 0.56333 -1.00138 2.32995
```

## Properties
LUMO energy ... 0.2 eV
HOMO ... -7.88 eV
Gap between HOMO and LUMO ... 8.0 eV

5.
5 unconnected molecules or ions with the total composition C26H48BrClF3N5O7P at a distorted geometry. Source: OMol25; level of theory: wB97M-V/def2-TZVPD.

XYZ file:
```
92
C26H48BrClF3N5O7P (wB97M-V/def2-TZVPD)
C 0.58910 2.57639 -5.28099
C 1.39935 2.54922 -3.81901
Br 0.11953 2.92750 -2.32546
C 2.23860 1.15587 -3.61468
C 1.47792 0.00950 -2.72198
C 0.55713 -1.13330 -3.52024
N -0.14815 -2.26454 -2.74873
C -0.91488 -3.25788 -3.64693
C 0.25650 -4.33160 -4.16793
C -0.36032 -5.66570 -4.89429
F -1.52543 -5.31622 -5.74414
F -0.70743 -6.63180 -3.78734
F 0.77048 -6.26352 -5.69749
C -0.08569 -2.45433 -1.24928
P -0.92122 -3.90072 -0.27907
O -2.46264 -4.07553 -0.58760
O 0.01289 -5.34694 -0.71702
O -0.78580 -3.72797 1.47005
C 0.78539 -1.38567 -0.32468
C 1.56190 -0.15978 -1.08757
C 2.45621 0.86320 -0.16913
C 3.54952 -0.05086 0.66277
C 4.81807 -0.57673 -0.24037
Cl 4.44270 -2.05442 -1.30912
H 0.71116 1.58435 -5.89051
H 0.90030 3.50962 -5.94318
H -0.54565 2.70759 -5.00040
H 2.14661 3.47812 -3.88178
H 2.40812 0.67558 -4.69419
H 3.30725 1.35257 -3.17752
H 0.46927 -1.05136 -4.68920
H -1.80398 -3.78250 -3.09596
H -1.26608 -2.67479 -4.62557
H 0.84077 -4.63348 -3.17484
H 1.04103 -3.73463 -4.83729
H -0.17469 -6.02620 0.00473
H -1.22646 -2.84711 1.72272
H 0.85173 -1.54280 0.85624
H 1.72286 1.33936 0.63295
H 2.92614 1.75973 -0.76104
H 3.99792 0.64081 1.51597
H 3.08440 -0.97961 1.20682
H 5.65882 -0.93090 0.52916
H 5.32380 0.26075 -0.89460
C 0.15587 -3.90531 5.52866
C 1.31766 -3.93443 4.57521
O 1.66581 -2.94752 3.93199
N 1.99509 -5.11428 4.43687
C 1.73541 -6.36880 5.10281
H -0.28735 -2.90507 5.53714
H -0.60867 -4.61911 5.20848
H 0.49680 -4.14056 6.54094
H 2.76509 -5.06391 3.77996
H 2.63207 -6.64804 5.66058
H 1.53514 -7.12274 4.33842
H 0.88744 -6.31033 5.78527
C -3.38112 6.69372 -0.01229
C -2.69603 5.58850 -0.76649
O -2.62751 4.44087 -0.33382
N -2.13687 5.89763 -1.97557
C -2.11679 7.17873 -2.64124
H -3.77828 6.30424 0.92981
H -2.66609 7.48916 0.21694
H -4.21400 7.08814 -0.60140
H -1.69241 5.10800 -2.42934
H -2.60971 7.06505 -3.60932
H -1.07384 7.46288 -2.79722
H -2.62186 7.95486 -2.06614
C -4.59789 -4.18983 4.05044
C -3.78475 -2.92976 4.15396
O -2.65562 -2.91324 4.63741
N -4.34481 -1.77335 3.68584
C -5.64805 -1.59769 3.08964
H -4.02842 -5.02920 4.46049
H -5.52277 -4.08636 4.62528
H -4.82294 -4.40464 3.00187
H -3.74393 -0.96350 3.78609
H -5.50887 -1.19378 2.08437
H -6.20317 -0.87805 3.69526
H -6.20843 -2.53084 3.03106
C 3.55332 5.84258 1.70970
C 2.49486 4.99656 1.05885
O 2.54798 3.76937 1.04809
N 1.44518 5.64050 0.46420
C 1.21275 7.06282 0.37632
H 4.32500 5.19798 2.14098
H 4.02256 6.49254 0.96545
H 3.11308 6.43951 2.51353
H 0.76957 5.01166 0.04575
H 0.25538 7.27971 0.85537
H 1.15789 7.33221 -0.68067
H 1.99915 7.64387 0.85818
```

## Properties
LUMO energy ... -4.5 eV
Charge ... +1
HOMO ... -10.95 eV
Gap between HOMO and LUMO ... 6.4 eV